No. 1
Entry from the Open Molecules 2025 dataset: 2 unconnected molecules or ions with the total composition C3H12N4 in a non-equilibrium geometry (the ωB97M-V functional and the def2-TZVPD basis).

The value obtained for the relative energy (zero: lowest compared OMol25 entry of this formula, charge and spin) is 6.2868 eV. Its charge is +2. The frontier orbital gap is 0.3167 Eh. Its spin multiplicity is 1. The value obtained for the total energy is -339.70117 Eh.

The geometry in XYZ format:
```
19
Properties=species:S:1:pos:R:3:forces:R:3
C -1.4766 -0.3913 -0.3439 -1.0 -1.4 -1.0
C -1.3527 -0.1731 1.1399 1.8 4.5 -2.9
C -0.1443 -0.9545 -0.5687 3.2 2.0 0.1
N 0.3694 -1.5015 0.5624 2.4 -1.3 -2.1
N 1.2530 0.8540 -0.3177 -3.4 0.2 -0.4
N -0.3320 -1.0669 1.6551 -1.0 0.4 2.8
N 1.3204 1.6938 -1.5106 -2.9 1.3 1.8
H -2.2751 -1.0995 -0.7150 0.8 0.3 0.6
H -1.6802 0.5168 -0.9219 0.3 -0.1 0.3
H -0.8830 0.8777 1.1212 -0.6 -1.5 0.7
H -2.2010 -0.1051 1.6660 -3.1 -0.4 2.3
H 0.5109 -0.8069 -1.4347 -0.7 -1.5 0.0
H 1.3923 -1.8065 0.6877 -2.2 0.5 -0.2
H 2.1007 0.3879 -0.3760 2.2 -1.4 0.1
H 0.1643 -0.4295 2.3253 0.4 -1.2 -0.4
H -0.8004 -1.8353 2.1552 0.5 -0.2 0.2
H 2.2005 2.0929 -1.3969 2.2 1.3 -0.7
H 0.6321 2.5121 -1.3063 1.2 -1.8 -1.1
H 1.2017 1.2349 -2.4211 -0.1 0.4 0.0
```
Positions in Å, forces in eV/Å.


No. 2
Entry from the Open Molecules 2025 dataset: a molecular structure, C22H40N7O4PTb in a non-equilibrium geometry (the ωB97M-V functional and the def2-TZVPD basis).

The value obtained for the relative energy (zero: lowest compared OMol25 entry of this formula, charge and spin) is 0.0000 eV. Its charge is +1. The frontier orbital gap (spin up / spin down) is 0.2843 / 0.2862 Eh. Its spin multiplicity is 7. The value obtained for the total energy is -2712.28654 Eh.

The geometry in XYZ format:
```
75
Properties=species:S:1:pos:R:3:forces:R:3
Tb 0.0492 1.1584 0.3617 1.1 -2.1 0.1
C -1.7561 -2.3747 0.7753 -2.1 -0.6 2.0
C -2.6330 -1.1176 0.4131 1.6 0.8 0.0
N -2.0073 -0.2666 -0.6405 -0.3 0.2 0.0
C -2.9780 0.6930 -1.2160 -0.4 0.4 0.4
C -3.2289 1.9066 -0.2945 0.0 1.4 -1.9
N -1.9822 2.6162 0.0789 0.5 0.2 -1.0
C -2.1115 3.7134 1.0697 0.8 -1.7 0.7
C -2.7760 3.2924 2.3932 0.4 0.9 -0.4
C -2.3115 1.9814 3.0529 -0.9 -0.4 -0.9
N -0.8586 1.7016 2.9213 -0.3 0.4 1.0
C -0.4292 0.6204 3.8650 -0.1 -0.8 -1.2
C -0.7727 -0.7708 3.3202 -1.5 0.5 -0.8
N -0.0838 -0.9415 2.0241 0.7 0.8 0.5
C -0.3044 -2.2065 1.3104 0.4 -0.1 -1.2
H -1.7357 -3.0877 -0.0514 0.0 0.3 -0.2
H -2.4399 -2.9164 1.5587 1.4 0.9 -1.1
H -2.7655 -0.4008 1.2354 0.0 -0.7 0.4
H -3.6388 -1.3745 0.1045 -0.2 -0.6 -0.1
H -1.7722 -0.9161 -1.3745 0.6 -0.3 -0.8
H -3.9961 0.2464 -1.3358 0.7 0.0 -0.2
H -2.6488 1.0912 -2.2183 0.0 -0.7 1.0
H -3.8517 1.7370 0.5722 0.1 -0.4 0.2
H -3.7880 2.6040 -0.9697 -0.1 -0.4 0.7
H -1.6003 3.0796 -0.7946 -0.7 -0.8 1.1
H -2.6911 4.5143 0.6660 0.0 0.9 -0.3
H -1.0596 3.9547 1.2665 -0.3 0.8 -0.1
H -3.8423 3.2814 2.1698 -0.2 -0.3 0.5
H -2.6316 4.1705 3.0764 -0.1 -0.8 -0.4
H -2.8480 1.1178 2.5997 0.2 0.6 0.3
H -2.6638 2.0686 4.0845 0.4 -0.4 0.2
H -0.4384 2.5344 3.3275 0.4 0.1 -0.3
H -0.8528 0.7115 4.8491 -0.3 0.4 0.5
H 0.6458 0.6786 3.9304 0.5 0.2 0.2
H -1.8984 -0.8482 3.2098 1.2 -0.1 -0.1
H -0.4785 -1.5534 3.9996 0.1 -0.2 0.6
H 0.9194 -0.8634 2.3036 -0.7 -0.3 -0.8
H 0.0572 -3.0697 1.9074 -0.7 0.3 -0.1
H 0.3701 -2.1949 0.4110 -0.6 0.2 0.9
O 1.5919 -0.4251 -0.3747 -0.3 -0.1 0.9
C 2.6913 -1.0699 -0.0233 0.4 0.9 -0.8
C 2.9024 -2.3999 -0.4551 0.2 -0.7 -0.8
C 4.1870 -2.9913 -0.4883 -0.6 1.4 0.3
C 5.2620 -2.2904 0.0566 -0.5 1.4 1.2
C 5.0343 -1.0406 0.6795 0.0 0.0 -0.9
C 3.7985 -0.3722 0.6016 -0.9 -1.3 0.0
C 3.5178 0.9047 1.2288 -0.6 2.5 1.7
N 2.3061 1.5427 1.3639 1.6 -0.2 0.8
C 2.5497 2.7041 2.1270 0.8 -1.5 -0.6
C 3.8586 2.7927 2.4614 -0.1 -0.1 -0.3
N 4.4752 1.6631 1.9409 -1.4 -0.8 -1.4
H 2.0373 -2.8933 -0.9506 0.8 0.4 0.4
H 4.4091 -3.9037 -1.0126 -0.4 -0.4 0.1
H 6.2684 -2.6635 0.1159 0.1 -0.3 -0.3
H 5.8947 -0.5041 1.0889 -0.2 -0.3 0.1
H 1.7973 3.4046 2.3921 -0.6 0.3 0.0
H 4.3240 3.6227 2.9801 0.3 -0.5 -0.1
H 5.4572 1.4516 1.8378 -0.1 0.3 0.3
O 1.1252 2.9829 -0.6285 -0.6 0.4 -2.7
N 0.8198 2.7568 -1.8929 -0.1 -0.9 2.7
O 0.1455 1.6900 -1.9804 0.4 1.1 -0.5
C -1.2340 -3.4106 -5.2744 0.7 -0.7 -0.7
P -0.5921 -2.1886 -4.1436 1.3 1.0 -0.2
C -0.8214 -0.4821 -4.7618 0.5 0.4 -0.6
C 1.2670 -2.4003 -4.1996 -1.7 -0.2 1.0
O -1.2333 -2.3037 -2.8047 0.0 0.0 0.6
H -0.8083 -3.2847 -6.2799 -0.2 0.2 0.2
H -2.3120 -3.3575 -5.3251 -0.3 0.0 0.0
H -0.9184 -4.4286 -4.9669 -0.3 0.6 0.2
H -0.6851 -0.2792 -5.8479 0.3 -0.5 0.7
H -0.1572 0.2084 -4.1790 -0.6 -0.7 -0.4
H -1.8471 -0.2078 -4.5857 -0.5 0.1 0.3
H 1.5084 -2.7734 -5.1708 0.3 -0.3 -0.7
H 1.4539 -3.1946 -3.4400 0.4 0.8 -0.4
H 1.7590 -1.4295 -4.0514 0.0 -0.5 0.4
```
Positions in Å, forces in eV/Å.